No. 1
The following is a DFT calculation (the ωB97M-V functional and the def2-TZVPD basis) of a structure of composition C44H57BN11O2RbSTe.

Each line ends with the Löwdin charge.
Positions of all 118 atoms, in Å:
Te: 0.0811 -2.2082 -4.5288  0.570
Rb: -0.2166 0.3517 -0.3568  0.696
S: -1.6310 -4.9374 -5.4350  0.824
O: 1.0274 0.6860 -2.6955  -0.206
O: 2.0572 4.4738 -4.1174  0.039
N: -4.4527 -0.8998 -4.3724  0.043
N: 1.2611 1.3997 2.4331  0.139
N: -2.3122 2.6567 0.1264  0.080
N: -3.2161 -0.0819 -2.7459  0.073
N: 1.4421 -1.7834 1.6106  0.134
N: 1.6226 -1.6081 2.9416  0.024
N: -0.7604 -0.9196 3.6327  0.031
N: 0.0928 2.7483 -3.2245  0.045
N: -0.6754 2.6499 -2.1284  -0.037
N: 1.1741 0.8040 3.6453  0.027
N: -1.3713 -0.9908 2.4253  0.133
C: 3.1744 -3.0356 2.2964  0.008
C: -1.7505 3.3572 -2.1243  -0.150
C: -4.8839 -0.6743 1.7503  -0.042
C: 2.8693 -1.8534 -1.0865  -0.041
C: -1.6514 -1.1500 4.6257  -0.284
C: -1.3231 -1.1661 6.0834  -0.037
C: 1.5952 1.6435 4.6170  -0.284
C: -3.0382 2.7925 1.2276  -0.155
C: 3.7816 3.4485 -5.3979  -0.057
C: -0.0904 -4.2434 -5.0950  -1.109
C: -4.9807 0.3370 -4.0727  -0.128
C: 3.9940 1.0647 -5.4960  -0.094
C: -2.8800 -1.3748 4.0452  0.002
C: 1.9894 3.5939 1.5139  -0.545
C: -4.3938 4.4846 0.2593  -0.096
C: -4.0893 3.6895 1.3570  -0.087
C: -3.0137 -1.2046 0.1929  -0.109
C: -2.6432 -1.2711 2.6605  -0.275
C: 3.1540 -2.3587 4.7911  -0.043
C: 1.7382 2.6193 2.6423  -0.268
C: 2.1911 2.0715 -4.2012  -0.057
C: 3.0981 4.5705 1.9197  -0.068
C: -3.3941 -1.0988 -3.5458  -0.230
C: 3.5015 -4.1634 -0.4064  -0.071
C: 2.3631 -2.6464 1.2119  -0.266
C: -2.5800 3.4418 -0.9312  -0.289
C: 1.0972 -3.5909 -0.7130  -0.047
C: 2.6664 -2.3491 3.3786  -0.287
C: 2.4187 2.8463 0.2527  -0.046
C: 4.4449 2.3246 -5.8597  -0.116
C: 2.6593 3.3347 -4.5766  -0.263
C: 2.8868 0.9575 -4.6705  -0.017
C: -0.9895 -6.4992 -5.7707  -0.489
C: 0.3660 -6.4853 -5.6257  -0.252
C: 1.9611 2.8293 4.0162  0.004
C: -4.2010 0.8199 -3.0627  -0.156
C: -4.0236 -3.0125 1.5765  -0.046
C: 1.0264 1.7804 -3.2770  -0.493
C: -3.6280 -1.5297 1.5473  -0.545
C: 0.8721 -5.2112 -5.2441  -0.296
C: 0.7079 4.3838 1.2178  -0.034
C: 2.4540 -3.0611 -0.2394  -0.544
C: 1.6595 1.3037 6.0712  -0.035
C: -3.6396 4.3637 -0.8898  -0.049
B: 0.7579 -0.6825 3.8163  -0.496
H: -0.5465 -1.8945 6.3191  0.074
H: 3.9990 4.0363 2.2292  0.085
H: -2.7672 2.1362 2.0512  0.111
H: 2.3485 3.7055 4.5100  0.093
H: -2.7574 -1.9692 -3.5958  0.034
H: -2.0300 3.9452 -3.0003  0.108
H: 1.9199 -5.0013 -5.0793  0.079
H: 0.6726 1.1206 6.4970  0.058
H: -4.6415 0.3890 1.6979  0.069
H: 0.9940 -0.9553 4.9619  0.096
H: -2.2233 -1.4262 6.6420  0.071
H: 1.1044 -3.7838 -1.7878  0.049
H: 2.7050 3.5464 -0.5359  0.089
H: 2.1065 2.1410 6.6090  0.071
H: 4.5002 -3.8066 -0.1398  0.077
H: 1.5914 2.2570 -0.1269  0.009
H: -2.7699 -0.1431 0.1317  0.014
H: 4.0072 -3.7196 2.2999  0.092
H: 0.3064 -2.8668 -0.5166  0.060
H: 2.3838 -2.6888 5.4905  0.070
H: -4.4684 -3.2834 2.5373  0.074
H: 4.1350 4.4412 -5.6654  0.098
H: -1.6169 -7.3326 -6.0460  0.035
H: -5.6190 -0.8903 0.9700  0.082
H: 3.2688 -5.0296 0.2184  0.078
H: -5.2080 5.1993 0.3038  0.094
H: 4.4912 0.1717 -5.8522  0.095
H: 2.0951 -1.0899 -1.0906  0.030
H: 4.0041 -3.0378 4.8699  0.069
H: -2.1079 -1.7932 0.0236  0.064
H: 3.2517 2.1718 0.4570  0.095
H: -5.3456 -0.8709 2.7213  0.072
H: 0.8758 5.0957 0.4043  0.087
H: -3.8024 -1.6000 4.5570  0.097
H: -4.6490 3.7472 2.2809  0.090
H: 0.9870 -7.3595 -5.7802  0.080
H: 3.0233 -2.1439 -2.1282  0.078
H: 0.8422 -4.5120 -0.1803  0.085
H: -4.7473 -3.2277 0.7852  0.079
H: -5.8228 0.7491 -4.6004  0.088
H: -4.2837 1.7679 -2.5553  0.082
H: 5.3149 2.4402 -6.4962  0.089
H: 0.3779 4.9335 2.1037  0.083
H: 3.5241 -4.4899 -1.4484  0.081
H: -3.7195 -1.4182 -0.6085  0.073
H: 2.2614 0.4136 6.2581  0.064
H: 3.7852 -1.4044 -0.6930  0.089
H: -3.8394 4.9784 -1.7588  0.101
H: 2.7821 5.2122 2.7460  0.070
H: 2.5604 5.2196 -4.4598  0.088
H: 2.5116 -0.0148 -4.3732  0.070
H: 3.3514 5.2132 1.0730  0.077
H: -0.9754 -0.1954 6.4375  0.057
H: -0.0942 3.7105 0.9122  0.062
H: -4.7393 -1.5214 -5.1060  0.138
H: 3.4813 -1.3674 5.1126  0.069
H: -3.1462 -3.6425 1.4195  0.090

Cartesian forces (eV/Å) of the 6 atoms listed first:
Te 0.1 -0.2 -0.1
Rb -0.1 -0.4 0.6
S -0.1 0.0 0.0
O 0.2 0.2 0.0
O 0.0 0.0 0.0
N 0.0 0.0 0.0

Properties
total charge = -2
energy relative to the best compared isomer or geometry (same formula, charge and spin) = 36.9 kcal per mole
DFT total energy = -86504.79582 eV

---

No. 2
The following is a DFT calculation (the ωB97M-V functional and the def2-TZVPD basis) of a structure of composition C44H58AsF3NO2S2SbTl.

Each line ends with the Löwdin charge.
Positions of all 113 atoms, in Å:
Tl: 1.4117 0.9415 0.7197  0.529
Sb: 2.2456 -2.3147 0.4893  1.604
As: -1.2475 1.3395 -1.2708  1.291
S: 1.6620 3.4416 -0.0783  0.597
S: 3.8912 0.9064 -0.2511  0.590
F: 1.5475 -1.4016 4.9774  0.111
F: -0.1586 -0.1052 5.0233  0.148
F: 0.5658 -0.8631 3.1254  0.051
O: 2.3278 1.3052 5.2532  0.072
O: 2.1094 1.3062 3.0097  -0.116
N: -0.9201 0.7669 0.4438  -0.340
C: -1.6395 0.8828 1.6375  -0.415
C: -3.3401 4.3544 -3.3314  -0.032
C: -3.1908 1.1809 3.9754  -0.106
C: 4.3137 2.5598 0.1121  -0.694
C: 5.1927 5.1630 0.6514  -0.113
C: -2.7525 0.0640 1.8849  -0.044
C: -2.1747 3.0832 -1.6293  -0.298
C: 6.1102 4.1196 0.5952  -0.115
C: -1.2645 1.7650 2.6607  -0.093
C: -2.0323 1.9237 3.7994  -0.092
C: -2.2856 4.1897 -0.7797  -0.279
C: -2.8549 0.1660 -1.6319  -0.272
C: -1.6779 4.2057 0.5919  -0.067
C: -4.3073 6.6402 -2.8792  -0.058
C: -1.1898 -1.3822 -2.7502  -0.119
C: 3.8499 4.9025 0.4686  -0.143
C: -0.0736 -3.6180 2.1025  -0.118
C: -5.8850 -2.9111 -1.9537  -0.057
C: -4.1782 0.4245 -1.2367  -0.266
C: -4.6286 1.7570 -0.6942  -0.038
C: -3.5275 0.2332 3.0199  -0.093
C: -5.1369 -0.5795 -1.3575  -0.024
C: 4.0311 -1.8155 2.8784  -0.131
C: 0.5215 -3.7621 0.7033  -0.680
C: -0.5134 -3.2919 -0.3162  -0.137
C: 2.2567 -1.5853 -2.4666  -0.145
C: 3.3811 3.6142 0.1768  -0.700
C: 5.2327 -3.1588 1.1848  -0.132
C: -3.5458 -2.0571 -2.3203  -0.023
C: -2.6565 3.2065 -2.9438  -0.299
C: -2.9756 5.3219 -1.1978  -0.019
C: 5.6660 2.8363 0.3506  -0.145
C: -2.5647 -1.0789 -2.2152  -0.293
C: -4.8375 -1.8323 -1.8674  -0.275
C: 2.9767 -2.6685 -1.6685  -0.657
C: 0.9536 -0.3716 4.3307  -0.518
C: -2.4427 2.1301 -3.9818  -0.073
C: 1.9069 0.8965 4.1877  -0.588
C: 3.9055 -2.9854 1.9064  -0.669
C: 2.6066 -4.0333 -2.2347  -0.125
C: 4.4791 -2.4606 -1.8043  -0.140
C: 3.5575 -4.2718 2.6398  -0.120
C: -3.5384 5.4149 -2.4621  -0.278
C: 0.9161 -5.2129 0.4568  -0.113
H: -5.1906 6.7760 -2.2521  0.077
H: -1.4102 1.7739 -3.9536  0.057
H: -4.4029 -0.3915 3.1604  0.097
H: -0.4472 -1.2393 -1.9691  0.008
H: 0.6730 -3.7097 2.8909  0.056
H: -0.7598 3.6229 0.6147  -0.025
H: -1.4445 -3.8572 -0.1902  0.096
H: 3.1230 -4.8434 -1.7157  0.077
H: 2.6598 -1.5471 -3.4852  0.093
H: 5.2290 -4.0197 0.5153  0.069
H: 1.5322 -4.2146 -2.1959  0.051
H: -0.3536 2.3442 2.5453  0.092
H: 7.1654 4.3074 0.7517  0.091
H: -0.7512 -2.2329 -0.1741  0.060
H: 1.1921 -1.8017 -2.5340  0.034
H: -1.1354 -2.4064 -3.1212  0.080
H: 0.0275 -5.8495 0.5550  0.084
H: -3.6903 7.5351 -2.7781  0.077
H: 3.1226 5.7020 0.5259  0.090
H: -2.3672 3.7931 1.3283  0.080
H: -0.5786 -2.6601 2.2181  0.066
H: 3.5425 -5.1227 1.9572  0.066
H: -3.0753 6.1560 -0.5095  0.118
H: 4.1316 -0.8639 2.3506  0.055
H: 5.4935 -2.2602 0.6275  0.066
H: -3.0943 1.2730 -3.8024  0.072
H: 2.5984 -4.2081 3.1522  0.059
H: -6.5902 -2.8375 -1.1257  0.073
H: -3.2878 -3.0203 -2.7499  0.113
H: -3.8039 1.3153 4.8576  0.093
H: 3.1721 -1.7560 3.5409  0.056
H: -2.6485 2.5200 -4.9782  0.075
H: 1.3308 -5.3677 -0.5382  0.044
H: -6.4506 -2.8254 -2.8848  0.078
H: 6.0195 -3.3248 1.9305  0.087
H: 2.3916 -0.5964 -2.0278  0.019
H: -5.5756 1.6571 -0.1621  0.080
H: -3.0074 -0.6967 1.1606  0.104
H: 6.3658 2.0106 0.3154  0.089
H: -0.8177 -4.4086 2.2556  0.087
H: 5.0458 -3.2867 -1.3822  0.053
H: -0.1693 -3.4346 -1.3433  0.049
H: -1.7172 2.6302 4.5575  0.111
H: 1.6447 -5.5579 1.1896  0.056
H: 4.9215 -1.9454 3.5044  0.093
H: 4.7973 -1.5221 -1.3490  0.030
H: -3.8952 2.1697 -0.0095  0.061
H: -1.4368 5.2257 0.8919  0.087
H: -4.7671 2.4751 -1.5057  0.083
H: 4.7265 -2.4077 -2.8716  0.086
H: 2.9081 -4.0636 -3.2894  0.087
H: -6.1508 -0.3752 -1.0255  0.113
H: 4.3240 -4.4685 3.3993  0.088
H: -4.6341 6.5618 -3.9159  0.068
H: -5.4252 -3.8991 -1.9302  0.071
H: 5.5247 6.1747 0.8503  0.092
H: -3.7237 4.4175 -4.3452  0.109
H: -0.9382 -0.7007 -3.5655  0.080

Cartesian forces (eV/Å) of the 6 atoms listed first:
Tl 0.2 0.7 -0.1
Sb 0.1 -0.4 -0.3
As -0.5 -0.3 -0.6
S -0.2 -0.5 0.1
S -0.9 -0.3 0.3
F 0.1 0.1 -0.1

Properties
total charge = -1
energy relative to the best compared isomer or geometry (same formula, charge and spin) = 23.9 kcal per mole
DFT total energy = -154049.27825 eV

---

| no. | LUMO (eV) | F_max (Eh/bohr) | orbital gap (eV) |
| --- | --- | --- | --- |
| 1 | 3.66 | 0.0133 | 4.8 |
| 2 | 1.37 | 0.0338 | 6.2 |